C17H12ClN5O4S | the ωB97M-V functional and the def2-TZVPD basis

Calculated values
Total charge: 0
Frontier orbital gap: 7.8459 eV
Lowest unoccupied orbital energy: -1.303 eV
E_HOMO: -9.149 eV

Each line ends with the Mulliken charge.
Atoms and positions in Å:
Cl: 6.1595 -4.3578 0.8005  -0.167
S: 4.1618 -4.9982 0.7428  0.954
O: 4.1108 -6.3058 0.0545  -0.540
O: 1.6938 -0.4894 -2.4737  -0.399
O: -0.4695 2.6801 -0.9109  -0.637
O: 3.5743 -5.0268 2.0903  -0.526
N: -1.3142 1.6032 2.3134  -0.914
N: 1.5207 0.3932 4.0959  -0.446
N: 0.8969 0.1776 0.1552  -0.132
N: 2.1108 -0.2369 0.3760  -0.481
N: -1.6828 2.1074 1.0911  0.696
C: -4.6930 3.6343 -0.5692  -0.715
C: -5.1938 3.2041 1.7480  -0.552
C: -2.9872 2.6057 0.8639  0.747
C: -3.8821 2.6816 1.9435  -0.369
C: 0.5522 1.4587 0.8617  0.578
C: 2.4215 -1.3973 -0.3381  -0.018
C: 2.5971 -2.7521 -2.3205  -0.295
C: 0.7721 0.7595 3.2755  0.058
C: -0.0557 1.2252 2.2149  0.170
C: 3.3789 -3.6420 -0.2149  0.074
C: -3.3924 3.0943 -0.3857  -0.333
C: 2.2143 -1.5292 -1.7064  0.744
C: -5.5912 3.6616 0.5146  -0.409
C: 3.1404 -3.8047 -1.5820  -0.508
C: 3.0146 -2.4411 0.4102  -0.308
C: 0.4830 -0.8262 -3.1542  -0.852
C: -0.5938 2.1696 0.2337  0.141
H: 3.2270 -2.2735 1.4625  0.465
H: -5.0134 4.0017 -1.5051  0.409
H: -6.5878 4.0872 0.3839  0.356
H: 0.6487 -1.2060 -4.1531  0.369
H: -0.0793 -1.6363 -2.6976  0.379
H: -5.8673 3.2798 2.6069  0.337
H: -0.1373 0.0945 -3.2117  0.240
H: -3.5989 2.3660 2.9328  0.395
H: 3.3608 -4.7411 -2.1320  0.414
H: -2.7870 3.1000 -1.2974  0.366
H: 2.4214 -2.8093 -3.3960  0.364
H: 1.4663 2.0887 0.8762  0.344

C17H12F6N3O7PtS2 | the ωB97M-V functional and the def2-TZVPD basis

Calculated values
Total charge: -1
Frontier orbital gap: 7.5992 eV
Lowest unoccupied orbital energy: 2.252 eV
E_HOMO: -5.348 eV

Each line ends with the Mulliken charge.
Atoms and positions in Å:
Pt: -1.2309 -0.1053 -0.3606  1.169
S: 2.3752 0.8190 -2.2180  0.980
S: 0.2203 -0.5497 -3.5017  1.082
F: 1.6368 -2.4403 -2.2270  -0.199
F: 2.0684 3.3246 -2.9786  -0.253
F: -0.2914 -3.0914 -2.9930  -0.211
F: 2.0867 3.0270 -0.8321  -0.248
F: 1.3593 -2.7219 -4.3396  -0.254
F: 0.3329 2.5068 -1.9882  -0.172
O: -1.9536 1.7569 -0.1472  -1.148
O: -2.1958 4.3870 -0.4699  -0.440
O: 2.1299 0.1331 -0.9819  -0.561
O: -0.7432 -2.0682 -0.2949  -0.640
O: -0.8336 -0.2070 -2.5465  -0.774
O: 3.7304 1.0803 -2.5918  -0.669
O: -0.2503 -0.6017 -4.8479  -0.701
N: -0.7617 -1.6378 1.9717  -0.830
N: 1.5753 0.2665 -3.4728  -0.561
N: -1.1861 -0.3739 1.5814  0.291
C: -1.8001 3.9065 0.7543  0.587
C: -0.9155 0.6081 2.3680  -0.312
C: -0.9480 2.8930 3.1856  -0.904
C: 1.6640 2.5156 -1.9930  0.711
C: -0.5494 -2.4026 0.9390  0.334
C: -1.5583 4.7486 1.8123  -0.457
C: 1.2189 -5.3265 2.5426  -0.568
C: -1.2079 2.0000 2.1311  0.706
C: -1.2613 5.2539 -1.0894  -0.735
C: -1.1282 4.2453 3.0470  -0.733
C: 0.7646 -2.3094 -3.2109  0.729
C: 0.6408 -4.0785 2.3720  -0.410
C: 1.1464 -6.2742 1.5302  -0.347
C: -0.0999 -4.7257 0.1784  -0.272
C: 0.4804 -5.9727 0.3501  -0.681
C: -1.6526 2.4955 0.8757  0.772
C: -0.0195 -3.7705 1.1867  0.555
H: -1.2515 6.2427 -0.6201  0.331
H: -0.3992 0.3481 3.2889  0.330
H: -0.5987 2.4886 4.1293  0.326
H: 0.4258 -6.7065 -0.4443  0.386
H: -0.6204 -4.4732 -0.7349  0.449
H: 0.6997 -3.3247 3.1449  0.430
H: -0.2539 4.8333 -1.0506  0.216
H: 1.6121 -7.2433 1.6599  0.368
H: -1.7023 5.8141 1.6795  0.343
H: -1.5669 5.3522 -2.1291  0.237
H: 1.7419 -5.5564 3.4625  0.363
H: -0.9299 4.9149 3.8730  0.385

C17H12IN5O3Sn | the ωB97M-V functional and the def2-TZVPD basis

Calculated values
Total charge: +2
Frontier orbital gap (alpha / beta): 5.9985 / 7.3926 eV
Lowest unoccupied orbital energy (alpha / beta): -9.619 / -8.195 eV
E_HOMO (alpha / beta): -15.618 / -15.588 eV

Each line ends with the Mulliken charge.
Atoms and positions in Å:
I: 1.9179 3.9038 -0.9339  0.214
Sn: 0.4161 1.6393 -2.3039  0.897
O: 1.7576 0.0211 -2.0197  -0.803
O: -2.3327 -0.2565 -3.1157  -0.328
O: 0.9025 -3.3055 2.8380  -0.516
N: 0.2177 1.3733 -0.0967  -0.149
N: 2.7953 -3.0676 -0.6238  -0.502
N: -3.2378 -0.9980 -2.8566  0.241
N: -1.9980 -1.0661 0.2325  -0.204
N: -5.6471 -3.0941 -1.6237  -0.244
C: 3.4832 -2.0407 -2.7018  -1.275
C: 2.7141 -2.0330 -1.4411  0.872
C: -0.4053 4.9314 0.7318  -0.536
C: -0.3883 2.5269 0.4998  0.790
C: 1.3541 -1.9269 0.9852  0.419
C: 0.7041 -2.0140 2.3389  -0.910
C: -1.5169 2.4281 1.3016  -0.176
C: 2.1314 -3.0422 0.5206  -0.386
C: 0.5063 0.3493 0.6181  -0.599
C: 1.2173 -0.8331 0.1503  -0.062
C: 1.8602 -0.8817 -1.1232  0.902
C: 0.1565 3.7780 0.2154  -0.268
C: -2.7123 -1.3516 -0.6201  0.314
C: -2.0814 3.5826 1.8246  -0.776
C: -3.5638 -1.5895 -1.7519  0.353
C: -1.5306 4.8235 1.5404  -0.618
C: -4.7134 -2.4311 -1.6891  -0.088
H: -0.3615 -1.7761 2.2264  0.410
H: -1.9557 1.4555 1.4856  0.537
H: 0.0226 5.9016 0.5200  0.415
H: -1.9772 5.7207 1.9462  0.428
H: 1.1544 -1.2495 2.9884  0.429
H: 2.7985 -2.0622 -3.5559  0.346
H: 0.6306 -3.3583 3.7606  0.340
H: 4.0710 -1.1264 -2.8070  0.378
H: 0.2578 0.3913 1.6768  0.803
H: 4.1261 -2.9146 -2.7319  0.363
H: 2.1886 -3.9222 1.1468  0.554
H: -2.9622 3.5143 2.4480  0.436

C17H13BN4O4RuS5 | the ωB97M-V functional and the def2-TZVPD basis

Calculated values
Total charge: 0
Frontier orbital gap (alpha / beta): 4.8368 / 4.8725 eV
Lowest unoccupied orbital energy (alpha / beta): -3.351 / -3.316 eV
E_HOMO (alpha / beta): -8.188 / -8.189 eV

Each line ends with the Mulliken charge.
Atoms and positions in Å:
Ru: -0.1123 -0.7985 1.2527  0.554
S: 4.0396 -2.7180 -0.1698  0.029
S: 1.1336 -2.2068 -0.3293  -0.113
S: 4.1225 -2.6685 2.7476  -0.032
S: 1.2210 -2.1145 3.0408  -0.053
S: 6.5530 -3.4439 1.2272  -0.157
O: -0.7891 2.1162 -3.1533  -0.509
O: 3.5791 0.3446 0.6043  -0.717
O: 0.8785 3.1220 -4.3797  -0.479
O: 1.4485 0.3940 1.1985  -0.529
N: -2.9614 -1.8360 1.2164  0.027
N: -1.4779 0.7221 1.6491  -0.537
N: -2.7691 0.7267 1.3186  0.409
N: -1.6450 -2.0663 1.2662  0.470
C: -3.1866 1.9857 1.1907  -0.240
C: 2.7420 2.4756 -2.8899  -0.941
C: -0.5167 2.9299 -4.2728  -0.258
C: 2.5360 -2.3671 0.6389  -0.196
C: 2.5697 -2.3327 2.0209  0.581
C: 0.4102 1.9293 -2.5242  0.788
C: -1.0624 1.9949 1.7245  -0.435
C: 0.6736 1.2745 -1.3485  -0.442
C: 1.4238 2.5353 -3.2783  0.833
C: -2.6886 -4.0345 1.2692  -1.038
C: -2.1222 2.8394 1.4412  -0.914
C: -1.4628 -3.3999 1.3039  -0.288
C: 2.4106 0.6061 0.3715  0.322
C: 2.0101 1.2535 -0.9288  0.205
C: 4.9849 -2.9639 1.2657  0.142
C: -3.6112 -2.9975 1.2098  -0.323
C: 3.0181 1.8347 -1.6888  -0.742
B: -3.7240 -0.4840 1.2655  0.071
H: -2.8767 -5.0881 1.2822  0.405
H: -0.8941 2.4482 -5.1849  0.242
H: -4.3686 -0.4816 2.2677  -0.112
H: 3.5232 2.9127 -3.4888  0.442
H: -2.1231 3.9098 1.4165  0.416
H: 4.0328 1.7700 -1.3240  0.523
H: -0.4796 -3.8310 1.3616  0.436
H: -4.2017 2.2062 0.9326  0.464
H: -4.6794 -3.0284 1.1525  0.438
H: -4.3838 -0.3923 0.2807  -0.106
H: -0.1227 0.7741 -0.7908  0.545
H: -1.0070 3.9101 -4.1473  0.252
H: -0.0469 2.2398 1.9810  0.569

C17H13Br2N5O3PtSe | the ωB97M-V functional and the def2-TZVPD basis

Calculated values
Total charge: 0
Frontier orbital gap: 5.1370 eV
Lowest unoccupied orbital energy: -1.851 eV
E_HOMO: -6.988 eV

Each line ends with the Mulliken charge.
Atoms and positions in Å:
Pt: 1.3238 -0.2971 0.6191  0.905
Br: -5.7729 0.7351 0.0795  -0.246
Br: -2.8176 -4.0514 0.2971  -0.167
Se: -0.0502 2.5815 -3.3863  0.281
O: -0.5214 -2.1297 0.8673  -0.808
O: 3.1123 -1.2331 0.5578  -0.760
O: 4.9612 -1.4647 1.7940  -0.673
N: 0.4748 1.7393 -1.9281  -0.356
N: 0.2162 1.2132 -4.4645  -0.795
N: 1.5939 -0.5630 2.6285  -0.535
N: -0.5077 0.6515 0.7764  -0.100
N: 1.2233 -0.4386 -1.4052  -0.042
C: 0.7860 0.5222 -2.3007  0.428
C: 3.0604 -0.5423 2.8615  -0.308
C: -0.5260 1.9678 0.9329  1.172
C: 0.6446 0.2232 -3.7069  0.834
C: 0.9764 -1.0852 -4.1767  -0.513
C: 0.7489 2.7158 1.1874  -1.639
C: -4.0339 -1.4936 0.1968  -0.299
C: 3.8068 -1.1378 1.6626  0.485
C: 1.4075 -1.9791 -3.2642  -0.808
C: -1.7381 2.6760 0.8737  -1.038
C: -2.8272 -2.1650 0.3679  -0.249
C: 1.5121 -1.6193 -1.8840  0.012
C: -1.5988 -1.5252 0.6284  0.386
C: -1.6781 -0.0585 0.6172  0.082
C: -4.0917 -0.1293 0.2721  -0.065
C: -2.9199 0.6208 0.4973  0.875
C: -2.9058 2.0246 0.6289  -0.979
H: 1.0833 0.0213 3.2820  0.321
H: 1.8451 -2.3459 -1.1548  0.502
H: 0.5836 3.7872 1.0827  0.436
H: 1.0989 2.5294 2.2061  0.264
H: 0.8749 -1.3283 -5.2254  0.454
H: 1.2256 -1.5097 2.7364  0.388
H: -4.9367 -2.0630 0.0216  0.424
H: -3.8342 2.5734 0.5499  0.334
H: 3.3793 0.4945 2.9585  0.225
H: 1.5320 2.4009 0.5009  0.339
H: 3.3419 -1.0809 3.7648  0.381
H: 1.6691 -2.9873 -3.5511  0.398
H: -1.7216 3.7502 0.9986  0.453

C17H13BrEuF6I2N4O6S4 | the ωB97M-V functional and the def2-TZVPD basis

Calculated values
Multiplicity: 7
Total charge: +1
Frontier orbital gap (alpha / beta): 6.0022 / 5.5290 eV
Lowest unoccupied orbital energy (alpha / beta): -2.804 / -5.969 eV
E_HOMO (alpha / beta): -8.806 / -11.498 eV
Expectation value of S²: 12.022

Each line ends with the Löwdin spin population.
Atoms and positions in Å:
Eu: 0.0707 -0.1676 0.3856  4.020
I: -1.1271 -1.5840 3.4855  -0.001
I: 1.9113 -2.3035 1.9339  -0.001
Br: 4.1315 -1.4076 -0.8588  0.072
S: -4.5804 1.5630 0.9256  0.000
S: -2.7745 -4.4109 -0.0205  0.000
S: 0.2204 -0.4433 -2.3287  0.001
S: 0.7217 2.0769 -2.0326  0.002
F: 1.0725 -1.9473 -4.3241  0.000
F: -0.9427 -1.1708 -4.5347  0.000
F: -0.5308 -2.7433 -3.1002  0.000
F: -1.8324 2.5140 -1.5367  0.000
F: -0.9266 4.0187 -2.7817  0.000
F: -1.4055 2.0894 -3.6165  0.000
O: 0.5016 1.6213 -0.6532  0.008
O: 0.6892 0.6360 2.2077  0.018
O: -1.0931 -0.1768 -1.7831  0.000
O: 1.0317 -1.1319 -1.3347  0.000
O: 0.9103 2.8798 2.3206  0.144
O: 1.6843 3.0898 -2.2261  0.000
N: -1.4610 -2.2396 0.1826  -0.004
N: 2.7385 0.4594 0.5542  0.119
N: -2.2927 0.4487 0.9229  -0.004
N: 0.9265 0.7983 -2.9516  0.001
C: 2.5882 1.6442 1.2398  0.485
C: -1.3072 -3.5166 -0.0597  0.000
C: -2.7960 -1.9199 0.3785  0.000
C: -3.2166 -0.5372 0.6078  0.000
C: 4.9432 1.2255 -0.0966  0.461
C: -3.6394 -2.9835 0.3215  0.000
C: 3.5913 2.6929 1.2184  0.272
C: -0.0263 -4.2085 -0.3802  0.000
C: -0.9796 2.7271 -2.5386  0.000
C: -4.5011 -0.0995 0.5531  0.000
C: -2.8720 1.6047 1.1300  0.001
C: -0.0482 -1.6566 -3.6990  0.000
C: -2.2009 2.8640 1.5429  0.001
C: 3.8752 0.2714 -0.0478  0.199
C: 1.3054 1.7714 1.9818  0.077
C: 4.7495 2.4743 0.5440  0.100
C: 0.9576 -1.8482 3.8025  0.001
H: 1.3598 -0.9014 4.1369  0.000
H: 0.3705 -4.7235 0.4949  0.000
H: -2.6229 3.2193 2.4836  0.000
H: -0.1965 -4.9550 -1.1560  0.000
H: 5.5221 3.2284 0.5170  -0.002
H: 0.7140 -3.4990 -0.7368  0.000
H: 3.4021 3.6142 1.7510  0.009
H: 5.8625 0.9863 -0.6078  0.021
H: -5.3905 -0.6587 0.3150  0.000
H: -4.7055 -3.0017 0.4746  0.000
H: 1.1131 -2.6563 4.5044  0.000
H: -1.1329 2.7248 1.6874  0.000
H: -2.3625 3.6482 0.8018  0.000

Here are the calculated strongest force on any atom numbers, same order: 4.952; 1.358; 0.175; 3.174; 0.263; 4.916 (eV/A).
Here are the calculated energy above the lowest of the compared OMol25 structures with the same formula, charge and spin numbers, same order: 0.0; 0.0; 0.0; 128.5; 8.4; 545.0 (kJ/mol).